{"formula": "C11H19ClN3", "method": "ωB97M-V/def2-TZVPD", "species": ["C", "C", "C", "C", "C", "C", "C", "C", "C", "C", "C", "N", "N", "N", "Cl", "H", "H", "H", "H", "H", "H", "H", "H", "H", "H", "H", "H", "H", "H", "H", "H", "H", "H", "H"], "coordinates": [[3.894963, 0.452067, 1.999618], [3.183936, -0.185405, 0.190035], [-1.470909, -0.690184, -1.140530], [0.478548, 0.698710, -1.008101], [-0.968121, 0.770250, -1.314575], [-1.251175, -1.150744, 0.267563], [0.710398, 0.244880, 0.407434], [0.244714, -1.173198, 0.653776], [-1.382231, 1.364935, -2.722181], [-1.832541, -2.597392, 0.462304], [1.863748, 1.368962, 2.907521], [4.336022, -0.137565, 0.895484], [2.580125, 0.723093, 1.960453], [2.139911, 0.381940, 0.785030], [0.626255, -1.578585, 2.393193], [4.499398, 0.738867, 2.787527], [3.140309, -0.491724, -0.860562], [-2.575658, -0.657840, -1.131552], [-1.065966, -1.427919, -1.688431], [1.090946, -0.026266, -1.729409], [1.043932, 1.636250, -0.963665], [-1.506595, 1.425275, -0.623722], [-1.697587, -0.384877, 1.011237], [0.086414, 1.003908, 0.893598], [0.925736, -1.895472, 0.157493], [-0.944976, 0.876481, -3.581442], [-1.041047, 2.373402, -2.856464], [-2.367790, 1.228934, -2.915636], [-1.154788, -3.171271, -0.171345], [-2.800072, -2.682737, 0.019945], [-1.932343, -3.119498, 1.435389], [0.909661, 0.906481, 2.986380], [2.234811, 1.441255, 3.982483], [1.887016, 2.401958, 2.604206]], "atomic_forces_ev_per_a": [[-0.788, -0.491, -1.130], [1.450, -0.230, -2.184], [-2.725, 3.510, 3.094], [3.584, -0.699, -1.491], [-1.298, -0.710, -2.280], [-0.121, -0.905, 3.835], [-0.168, -0.035, 0.146], [0.309, 0.453, 0.312], [3.647, -0.753, 0.887], [0.739, 0.294, -0.310], [-1.550, 2.905, 3.687], [-2.256, 0.350, -0.299], [4.441, -1.363, 0.812], [-0.527, -1.019, -1.555], [-0.680, -0.226, -0.207], [0.886, 0.409, 1.624], [-0.113, -0.153, 0.654], [0.390, -0.292, -0.987], [1.268, -2.097, -3.013], [-1.517, 1.514, 1.068], [-0.396, 0.328, -0.942], [0.198, -0.246, 0.419], [0.359, -1.216, -1.042], [0.535, -0.463, 1.058], [-0.841, 0.401, -0.342], [0.679, -0.695, -0.003], [-0.252, 0.754, 0.325], [-3.254, 0.095, -0.006], [-0.155, -0.583, 0.081], [-0.758, 0.153, -0.445], [0.584, 0.982, -0.234], [-0.993, 0.205, 0.062], [0.331, -0.900, -1.642], [-1.005, 0.723, 0.048]], "nbo_charge": [0.246, 0.229, -0.409, -0.385, -0.230, -0.217, -0.081, -0.166, -0.593, -0.615, -0.460, -0.375, -0.105, -0.115, -0.075, 0.233, 0.244, 0.236, 0.213, 0.206, 0.226, 0.214, 0.209, 0.252, 0.235, 0.214, 0.219, 0.222, 0.200, 0.225, 0.245, 0.252, 0.276, 0.229], "total_energy_ha": -1054.6991, "homo_ev": -14.126, "orbital_gap_ev": 10.7, "largest_force_ev_per_a": 5.4, "total_charge": 1, "e_lumo_ev": -3.40, "relative_energy_kj_mol": 50.1}